Record 1
The following is a quantum chemistry calculation of HO3PS2 in the gas phase at a distorted geometry, from OMol25.

XYZ file:
```
7
Properties=species:S:1:pos:R:3
H 2.2412 0.2761 -0.4765
P 0.6362 -0.4150 1.0215
S -2.0533 -0.2701 -1.2782
O 1.6494 -0.4220 -0.2949
O -0.2633 -1.5659 0.7171
O -0.3752 1.2840 0.2837
S -1.8350 1.1129 0.0273
```

The expectation value of S² is 2.01. Its spin multiplicity is 3. Its largest force on an atom is 2.3 eV/Å. Its lowest unoccupied orbital energy (spin up / spin down) is 0.6 / -4.0 eV.

Need the natural (NBO) charges? In units of e they are:
1 H 0.498
2 P 1.580
3 S 0.122
4 O -1.016
5 O -1.035
6 O -0.923
7 S 0.774

***

Record 2
The following is a quantum chemistry calculation of a molecular structure, HO6S3 at a distorted geometry, from OMol25.

XYZ file:
```
10
Properties=species:S:1:pos:R:3
S 0.9614 1.9624 0.4072
S -0.0304 1.2414 -2.1614
O 1.2266 2.5183 1.7358
S -0.5797 0.4538 0.5429
O -0.8456 1.0348 -3.3668
O -0.0241 2.6885 -0.3786
H 0.8979 -0.2087 -1.3242
O 2.2297 1.4805 -0.1697
O 0.9280 -0.1820 -2.1957
O -1.0923 0.7600 -0.9189
```

Its largest force on an atom is 7.5 eV/Å. Its lowest unoccupied orbital energy is 3.4 eV. Its net charge is -1.

Need the natural (NBO) charges? In units of e they are:
1 S 2.198
2 S 1.745
3 O -0.977
4 S 0.205
5 O -0.924
6 O -0.992
7 H 0.449
8 O -0.958
9 O -0.855
10 O -0.891

***

Record 3
The following is a quantum chemistry calculation of a gas-phase ion, HO7P2 (charge -1) at a distorted geometry, from OMol25.

XYZ file:
```
10
Properties=species:S:1:pos:R:3
O 0.0966 -0.7327 -1.8008
O 0.0771 1.2283 1.0555
O 0.4771 -1.3899 0.9798
O -0.6473 1.6111 -1.1387
P -0.6409 -0.8569 -0.5669
O -0.7433 0.8878 0.1384
O 2.1038 -0.1038 2.4394
H -0.4130 0.8841 -1.7516
P 1.6740 -0.1742 1.0478
O -1.9842 -1.3539 -0.4029
```

Its largest force on an atom is 6.2 eV/Å. Its lowest unoccupied orbital energy is 3.7 eV. Its net charge is -1.

Need the natural (NBO) charges? In units of e they are:
1 O -1.101
2 O -0.434
3 O -1.063
4 O -0.478
5 P 2.396
6 O -0.076
7 O -1.120
8 H 0.474
9 P 1.473
10 O -1.070

***

For reference, ΔE to the lowest compared entry with this formula, charge and spin by record: 0.0, 196.3, 118.0 kJ/mol.